Molecular formula: C35H87Br3N4O4
Method: DFT, ωB97M-V/def2-TZVPD

The geometry in XYZ format:
```
133
Properties=species:S:1:pos:R:3:forces:R:3
Br -20.343910 15.979640 7.692960 1.084 -0.806 1.312
Br -23.252230 17.386550 6.899990 -1.195 0.579 0.764
Br -21.561820 16.015350 4.618410 0.494 -0.635 -1.285
O -20.457140 15.748450 11.343930 -0.831 1.363 0.420
O -26.663280 19.505010 7.171040 -1.497 -0.345 0.447
O -22.861460 23.850520 8.739100 1.351 -0.287 -2.284
O -21.618790 10.471130 5.244470 -0.860 0.626 1.915
N -18.078840 16.905500 10.016600 0.397 -0.082 0.283
N -18.935580 11.418530 5.120940 0.903 0.129 -0.550
N -19.903420 22.158520 7.126520 0.573 2.095 0.466
N -29.475050 17.461840 6.080270 -0.540 0.355 -2.996
C -24.823020 13.619860 1.725070 -0.434 0.576 -0.223
C -19.019980 12.397990 7.395360 -0.444 0.299 -1.363
C -19.254020 17.897880 1.144240 -0.694 -0.496 -0.356
C -16.494370 17.197260 4.979300 0.422 1.480 0.148
C -16.376720 14.677280 4.930750 -0.403 -1.326 -0.554
C -21.366740 16.973370 6.377320 -1.109 0.576 -1.217
C -18.560040 18.778070 5.378940 0.078 -0.863 -1.432
C -21.499720 23.505360 8.580550 0.480 -0.343 -1.764
C -27.403230 18.706540 6.270860 -0.495 -0.880 1.399
C -20.599060 14.379410 11.194040 0.135 -0.220 0.011
C -15.529550 19.431230 1.344730 -0.752 -0.590 0.294
C -17.098210 19.383640 1.301330 0.144 -1.495 0.787
C -23.044890 10.423650 5.142150 -0.005 0.271 -1.843
C -22.089130 21.326280 7.392590 -0.384 0.266 0.872
C -28.660910 18.142280 7.037920 -0.249 -0.646 -0.047
C -24.921590 12.472880 -0.456770 0.117 1.866 -0.722
C -24.818270 14.764550 4.085150 -0.046 -0.902 0.644
C -15.851640 15.951640 5.512710 0.467 -0.413 0.256
C -19.362190 16.269070 12.017650 2.149 -1.113 -0.462
C -17.771900 17.938900 1.326990 2.401 0.248 -0.782
C -21.279540 22.628710 7.294890 -1.310 -2.004 0.804
C -19.633810 11.437600 6.351530 -2.328 -0.894 1.817
C -24.889920 14.909390 2.530500 -0.598 0.733 1.347
C -28.326540 17.050170 8.021330 0.887 1.260 1.206
C -19.901720 16.459120 1.201170 0.655 1.307 -0.663
C -25.674530 20.241650 6.549380 -0.419 0.985 -0.647
C -15.760490 13.400880 5.463980 -1.151 0.145 1.308
C -18.042210 15.993430 11.169620 0.785 1.493 -0.274
C -21.187790 11.580050 6.109370 0.650 0.418 -1.278
C -26.164120 14.395430 4.771330 -0.346 0.130 -1.419
C -16.687280 16.265420 11.944150 -1.802 0.095 -0.331
C -18.023640 17.334190 5.173970 1.012 -0.381 1.007
C -25.406550 13.736570 0.295270 1.012 -1.122 1.028
C -23.138040 24.432150 9.924770 -1.658 0.439 1.859
C -21.427490 16.511740 1.122050 -0.009 -0.626 -0.099
H -19.476630 18.932940 4.809760 -0.327 -0.141 0.259
H -21.621940 20.713920 8.163860 0.072 0.003 0.311
H -17.227140 17.456050 0.515690 -0.393 -0.464 -0.598
H -14.760460 13.141280 5.116620 -0.099 0.052 0.162
H -29.806120 18.187900 5.461130 -0.198 -0.167 -0.655
H -21.066340 23.036620 9.464050 -0.258 -0.428 0.257
H -16.751710 15.798280 12.926860 0.230 0.272 0.215
H -17.377190 19.848300 0.355620 -0.442 0.297 0.254
H -19.467330 18.415630 0.209070 -0.389 -0.057 -0.202
H -20.966600 17.944940 6.087400 0.465 0.011 0.393
H -23.743720 10.343290 5.974780 0.928 -0.733 1.000
H -23.905450 12.610370 -0.826440 0.289 -0.021 0.359
H -15.857870 13.548540 6.539530 0.971 -0.323 0.449
H -19.542390 21.943500 8.044960 -0.295 -1.297 0.592
H -15.091380 19.131990 0.392600 -0.107 0.174 -0.182
H -19.425240 23.048150 7.125420 0.947 0.580 -1.180
H -18.780360 16.544760 9.385860 -0.117 0.161 -0.355
H -19.712060 18.494390 1.933210 -0.197 0.034 0.169
H -25.819890 15.443680 2.336130 -0.582 -0.272 -0.199
H -19.595380 15.823410 0.370430 0.463 0.195 -0.261
H -22.098050 20.642100 6.544100 -0.087 0.578 -0.380
H -21.343720 12.472510 5.503310 -0.026 0.434 0.017
H -25.038680 14.670870 -0.128820 -0.113 -0.068 -0.351
H -19.597260 17.318670 12.194260 0.412 0.270 -0.553
H -16.510000 12.620300 5.333470 0.509 -0.512 -0.595
H -22.666950 25.366970 10.228560 1.141 -0.056 -0.312
H -23.491140 11.306780 4.684930 0.579 0.696 -0.376
H -24.925030 19.557800 6.151010 0.575 0.555 0.112
H -17.893780 19.499680 4.906200 0.319 0.254 0.595
H -23.089500 21.551580 7.762180 -0.173 -0.245 -0.325
H -15.090840 18.743850 2.068010 -0.259 -0.127 0.237
H -29.201700 16.449930 8.270150 0.195 -0.423 -0.544
H -25.392070 21.069880 7.199260 0.851 -0.685 0.517
H -21.798670 16.762650 0.128380 0.460 1.062 -0.216
H -26.496260 13.716000 0.280500 -0.044 0.338 0.250
H -14.762930 15.947640 5.459940 0.352 0.330 -0.908
H -23.229390 9.656550 4.390070 -0.185 -0.341 0.354
H -24.387490 15.639500 4.571960 -0.089 0.079 -0.255
H -21.575670 23.203120 6.417140 0.058 0.101 0.008
H -24.929610 11.617680 0.219010 -0.485 -0.233 -0.549
H -19.595280 10.414790 6.726340 0.386 -0.211 0.336
H -26.877170 15.153470 4.447230 -0.366 0.033 0.259
H -21.867780 15.514840 1.100750 0.093 -0.329 1.070
H -21.867890 17.146550 1.890930 -0.146 -0.207 -0.107
H -19.372170 10.716230 4.541060 0.046 0.149 -0.366
H -16.028200 17.971200 5.589050 -0.096 0.531 0.034
H -19.125600 15.919880 13.022730 -0.736 -0.922 0.472
H -17.442050 14.547690 5.121440 -0.231 0.440 0.127
H -23.801510 13.255520 1.616130 0.265 0.194 0.141
H -20.868530 24.368480 8.369100 -0.086 0.713 0.326
H -29.302930 18.897300 7.491620 0.699 0.727 0.370
H -25.496620 12.490830 -1.382570 -0.306 -1.191 0.060
H -19.475860 12.419900 8.385210 0.077 -0.604 -0.017
H -19.417960 16.018500 2.072910 -0.824 -0.306 0.410
H -15.882540 16.006990 6.600870 -0.954 -0.555 0.347
H -26.527520 13.448710 4.371640 -0.099 -0.156 -0.309
H -18.468910 17.761840 10.383520 0.009 0.459 -0.316
H -16.113810 17.418280 3.982090 -0.380 -0.091 -0.412
H -24.169850 24.782190 9.894080 -0.373 -0.492 0.000
H -28.079640 17.503080 8.981540 0.538 -0.039 0.080
H -30.307960 16.942610 6.318510 0.329 0.021 0.963
H -17.946580 12.208580 7.390610 -0.035 -0.012 0.423
H -16.297090 14.544950 3.851750 0.088 0.992 -0.403
H -17.526130 19.864150 2.181160 0.106 0.702 -0.237
H -18.988170 12.323210 4.674980 -0.093 0.118 -0.316
H -26.275950 14.250980 5.845910 0.819 0.477 0.118
H -18.148140 16.909920 6.170260 -0.286 -0.541 -0.113
H -21.670070 14.196290 11.107420 0.061 -0.237 0.111
H -24.192330 15.689990 2.226960 0.656 -0.444 -0.156
H -19.173880 13.416850 7.039940 0.162 0.210 -0.151
H -27.659820 19.166700 5.316650 -0.381 0.842 0.122
H -20.122990 14.045790 10.272000 0.140 -0.241 -0.061
H -15.156120 20.415720 1.626530 -0.148 0.125 -0.224
H -26.141860 20.843850 5.770240 -0.006 -0.204 -0.913
H -18.750510 18.902340 6.444960 0.168 0.608 -0.221
H -15.752560 15.975350 11.464280 -0.398 -0.323 -0.367
H -16.675450 17.355040 11.970310 0.287 0.098 0.656
H -21.841070 11.699860 6.973640 0.223 -0.462 0.364
H -27.441310 16.571640 7.602420 -0.334 -0.794 0.418
H -23.039470 23.652770 10.680390 0.018 0.325 0.725
H -18.559930 16.670930 4.495310 -0.261 0.410 -0.155
H -18.007730 15.021820 10.676790 -0.385 -0.452 0.713
H -17.457280 17.299030 2.151410 -0.010 0.524 0.645
H -26.776780 17.877680 5.941230 0.036 -0.533 0.151
H -20.162540 13.884700 12.061690 -0.098 -0.471 0.047
H -24.142280 13.945530 4.330780 0.446 0.027 -0.087
H -25.342400 12.820630 2.253810 -0.204 -0.056 0.123
```
Forces are in eV/Å.

Computed properties:
Spin multiplicity ... 2
Highest occupied orbital energy (spin up / spin down) ... -1.403 / -5.819 eV
E_tot ... -261978.3731 eV
Charge ... -1
F_max ... 3.09 eV/Å
HOMO-LUMO gap (spin up / spin down) ... 3.85 / 8.26 eV
M ... 867.82 g/mol

Atom charges from the Löwdin analysis, given in e for atoms 1 to 6:
1. Br 0.559
2. Br 0.397
3. Br 0.445
4. O -0.202
5. O -0.187
6. O -0.166